(1)
Molecular formula: C28H47FN2O20S
Method: DFT, ωB97M-V/def2-TZVPD

Properties
LUMO energy (eV): -0.684
Gap between HOMO and LUMO (Eh): 0.31823
SMILES string: CCCCN(N)S(=O)(=O)F.C[C@@H]1COC(=O)O1.C[C@@H]1COC(=O)O1.C[C@@H]1COC(=O)O1.C[C@@H]1COC(=O)O1.C[C@@H]1COC(=O)O1.C[C@@H]1COC(=O)O1

```
! wB97M-V def2-TZVPD RIJCOSX def2/J DEFGRID3
* xyz 0 1
C -4.34 -0.29 -0.72
C -2.80 -0.58 -1.22
C -1.71 -0.78 0.00
C -0.98 0.68 0.37
N -1.72 1.24 1.56
N -1.00 1.14 2.74
S -2.32 2.86 1.29
O -3.41 2.84 0.14
O -1.18 3.91 0.99
F -3.04 3.38 2.79
H -4.73 0.73 -1.19
H -5.09 -1.12 -1.13
H -4.39 -0.20 0.44
H -2.49 0.26 -1.97
H -2.82 -1.59 -1.83
H -0.83 -1.49 -0.38
H -2.18 -1.31 0.93
H -1.05 1.32 -0.61
H 0.16 0.39 0.60
H -1.74 0.99 3.49
H -0.34 0.31 2.73
C -5.01 5.60 3.92
C -5.68 5.62 5.29
C -5.13 4.61 6.24
O -6.23 4.34 7.08
C -7.35 4.60 6.35
O -8.48 4.28 6.68
O -7.04 5.25 5.19
H -3.94 5.39 4.00
H -5.48 4.87 3.26
H -5.12 6.58 3.44
H -5.63 6.63 5.72
H -4.28 4.99 6.82
H -4.83 3.67 5.76
C 2.01 5.78 -2.23
C 1.84 4.34 -1.78
C 2.26 4.10 -0.37
O 2.64 2.74 -0.39
C 3.04 2.46 -1.66
O 3.63 1.45 -2.00
O 2.69 3.47 -2.51
H 1.80 6.49 -1.43
H 3.03 5.96 -2.61
H 1.33 6.00 -3.06
H 0.80 4.02 -1.95
H 1.44 4.26 0.34
H 3.12 4.70 -0.06
C 4.62 -1.96 -2.22
C 3.96 -1.94 -0.86
C 4.51 -2.96 0.10
O 3.40 -3.22 0.94
C 2.28 -2.97 0.21
O 1.15 -3.28 0.54
O 2.59 -2.31 -0.95
H 5.69 -2.18 -2.14
H 4.16 -2.70 -2.88
H 4.52 -0.99 -2.70
H 4.01 -0.93 -0.43
H 5.35 -2.57 0.67
H 4.80 -3.89 -0.39
C 5.66 2.64 2.01
C 5.48 1.20 2.46
C 5.91 0.96 3.87
O 6.29 -0.40 3.85
C 6.69 -0.68 2.58
O 7.28 -1.69 2.24
O 6.34 0.33 1.73
H 5.44 3.35 2.81
H 6.68 2.82 1.63
H 4.98 2.86 1.18
H 4.45 0.88 2.29
H 5.09 1.12 4.58
H 6.77 1.56 4.18
C -2.28 -3.89 -5.51
C -2.53 -2.41 -5.73
C -1.29 -1.65 -6.11
O -1.57 -0.35 -5.62
C -2.43 -0.50 -4.58
O -2.71 0.38 -3.78
O -2.93 -1.77 -4.53
H -1.54 -4.29 -6.20
H -1.96 -4.09 -4.48
H -3.21 -4.45 -5.66
H -3.32 -2.26 -6.47
H -1.13 -1.63 -7.19
H -0.38 -2.02 -5.62
C 0.23 -6.43 0.38
C -0.89 -6.88 -0.54
C -0.43 -7.80 -1.63
O -1.37 -7.55 -2.66
C -1.81 -6.27 -2.48
O -2.47 -5.65 -3.30
O -1.43 -5.79 -1.26
H 0.96 -7.22 0.55
H 0.74 -5.54 -0.01
H -0.19 -6.15 1.36
H -1.70 -7.34 0.04
H -0.46 -8.85 -1.33
H 0.57 -7.56 -2.01
*
```

Results of the Löwdin charge analysis, in e, for atoms 1 through 4: -0.132, -0.245, -0.164, -0.172


(2)
Molecular formula: C28H47InN6O4Se
Method: DFT, ωB97M-V/def2-TZVPD

Properties
LUMO energy (eV): -6.518
Gap between HOMO and LUMO (Eh): 0.26073
ΔE to the lowest compared entry with this formula, charge and spin (kcal/mol): 32.3

```
! wB97M-V def2-TZVPD RIJCOSX def2/J DEFGRID3
* xyz 2 1
In -0.69 -0.19 0.26
C 0.09 -3.65 -1.34
C -1.34 -3.15 -1.41
C -1.69 -2.44 -2.75
C -1.06 -1.13 -3.34
C -1.33 -1.13 -4.85
C 0.42 -0.97 -3.08
N -1.84 0.10 -2.81
C -1.21 1.46 -2.62
C -1.85 2.21 -1.44
N -1.04 2.04 -0.17
C 0.21 2.87 -0.40
C 1.38 1.92 -0.20
O 1.78 1.30 -1.22
O 1.67 1.73 1.00
C -1.69 2.55 1.14
C -2.53 3.79 0.87
C -2.48 1.55 2.03
C -1.73 0.63 3.02
C -2.68 0.23 4.15
C -0.48 1.28 3.61
N -1.20 -0.63 2.32
C -2.05 -1.86 2.23
C -1.52 -2.88 1.18
N -1.82 -2.40 -0.19
C -3.30 -2.32 -0.32
C -3.71 -0.93 -0.71
O -4.67 -0.70 -1.42
O -2.85 -0.02 -0.33
H 0.32 -4.17 -2.27
H 0.22 -4.38 -0.53
H 0.82 -2.87 -1.21
H -1.96 -4.06 -1.45
H -2.77 -2.33 -2.85
H -1.44 -3.20 -3.50
H -0.73 -1.89 -5.33
H -1.07 -0.17 -5.29
H -2.38 -1.34 -5.06
H 0.91 -1.91 -3.34
H 0.67 -0.73 -2.04
H 0.85 -0.18 -3.70
H -2.67 0.21 -3.39
H -2.26 -0.11 -1.89
H -1.33 2.02 -3.54
H -0.13 1.33 -2.44
H -2.88 1.90 -1.27
H -1.86 3.27 -1.68
H 0.25 3.69 0.30
H 0.20 3.27 -1.41
H -0.81 2.84 1.72
H -3.48 3.54 0.41
H -2.00 4.50 0.23
H -2.74 4.29 1.82
H -3.17 0.96 1.42
H -3.14 2.17 2.64
H -2.90 1.10 4.76
H -2.22 -0.52 4.80
H -3.63 -0.16 3.78
H -0.75 2.25 4.05
H 0.30 1.44 2.87
H -0.08 0.67 4.42
H -0.34 -0.90 2.79
H -3.05 -1.52 1.96
H -2.13 -2.35 3.19
H -1.97 -3.86 1.38
H -0.44 -3.01 1.30
H -3.78 -2.58 0.62
H -3.67 -3.04 -1.05
C 3.97 -0.60 -1.36
N 4.08 -0.25 0.05
C 3.19 -0.48 1.01
Se 1.60 -1.48 0.88
N 3.71 -0.09 2.18
C 4.94 0.50 1.97
C 5.86 1.09 2.84
C 7.02 1.56 2.27
C 7.27 1.45 0.89
C 6.37 0.86 0.03
C 5.19 0.40 0.61
H 2.92 -0.63 -1.62
H 4.45 -1.56 -1.54
H 4.45 0.17 -1.95
H 3.20 -0.14 3.04
H 5.67 1.17 3.90
H 7.77 2.03 2.90
H 8.21 1.83 0.50
H 6.57 0.77 -1.02
*
```

Results of the Löwdin charge analysis, in e, for atoms 1 through 4: 0.864, -0.063, -0.302, -0.054


(3)
Molecular formula: C28H48Br2N3O17S
Method: DFT, ωB97M-V/def2-TZVPD

Properties
LUMO energy (eV): -2.314
Gap between HOMO and LUMO (Eh): 0.33340

```
! wB97M-V def2-TZVPD RIJCOSX def2/J DEFGRID3
* xyz 1 1
C 3.02 -2.29 2.87
C 2.15 -2.69 1.66
C 1.78 -1.40 0.93
N 0.69 -1.45 -0.17
C 1.32 -2.36 -1.26
Br 0.12 -3.15 -2.56
C 2.66 -1.83 -1.87
C 3.84 -2.55 -1.23
Br 2.81 -2.03 -3.80
C -0.55 -2.16 0.45
N -1.71 -2.04 -0.36
C -0.81 -1.54 1.83
O -2.06 -2.02 2.22
O -0.76 -0.15 1.79
C -0.72 0.65 0.59
C -2.15 0.92 0.10
C -3.18 0.92 1.24
O -4.30 1.70 0.82
C -0.23 2.00 1.19
N 0.81 1.86 2.17
C 1.75 2.97 2.29
C 0.26 0.04 -0.54
S 1.94 0.95 -0.52
C -0.17 0.29 -2.01
C -1.56 0.22 -2.66
O -2.13 1.23 -2.93
O -1.99 -1.00 -3.05
H 3.81 -3.01 3.04
H 3.47 -1.30 2.73
H 2.41 -2.21 3.78
H 1.29 -3.26 2.01
H 2.75 -3.34 1.02
H 1.50 -0.59 1.61
H 2.69 -1.08 0.43
H 1.57 -3.26 -0.71
H 2.76 -0.76 -1.75
H 4.10 -2.13 -0.26
H 4.73 -2.43 -1.85
H 3.67 -3.63 -1.13
H -0.25 -3.20 0.58
H -1.95 -2.91 -0.82
H -2.49 -1.75 0.21
H -0.06 -1.85 2.56
H -2.17 -1.87 3.17
H -2.19 1.91 -0.35
H -2.49 0.21 -0.65
H -3.50 -0.10 1.47
H -2.78 1.38 2.15
H -5.11 1.19 0.91
H 0.02 2.72 0.41
H -1.14 2.41 1.65
H 0.38 1.62 3.06
H 2.69 2.74 1.76
H 1.35 3.91 1.88
H 1.99 3.15 3.33
H 1.46 2.05 -1.10
H 0.54 -0.26 -2.65
H 0.05 1.34 -2.18
H -2.94 -1.07 -2.89
C -6.68 5.08 0.46
C -5.28 4.80 1.00
O -5.01 6.00 1.73
C -6.19 6.57 2.08
O -6.29 7.48 2.84
O -7.21 5.96 1.45
H -7.31 4.19 0.38
H -6.66 5.59 -0.50
H -5.26 3.95 1.68
H -4.53 4.65 0.23
C 6.71 -5.83 -1.44
C 7.93 -5.84 -0.53
O 7.73 -4.65 0.26
C 6.43 -4.35 0.26
O 5.90 -3.53 0.95
O 5.76 -5.11 -0.63
H 6.32 -6.81 -1.68
H 6.88 -5.26 -2.35
H 7.93 -6.70 0.15
H 8.88 -5.78 -1.05
C -2.22 5.18 4.18
C -1.23 5.29 5.33
O -1.16 3.93 5.79
C -1.53 3.11 4.80
O -1.41 1.92 4.80
O -2.04 3.82 3.76
H -2.02 5.85 3.36
H -3.25 5.31 4.51
H -0.23 5.58 4.99
H -1.55 5.93 6.14
C -1.53 -1.03 -6.51
C -0.14 -1.59 -6.74
O -0.38 -2.59 -7.73
C -1.52 -2.28 -8.40
O -1.90 -2.82 -9.38
O -2.16 -1.26 -7.77
H -1.55 0.03 -6.28
H -2.08 -1.58 -5.74
H 0.54 -0.84 -7.15
H 0.30 -2.04 -5.86
*
```

Results of the Löwdin charge analysis, in e, for atoms 1 through 4: -0.053, -0.203, -0.187, -0.092


(4)
Molecular formula: C28H48BrCl3CoGeNO2SbSi3
Method: DFT, ωB97M-V/def2-TZVPD

Properties
LUMO energy (spin up / spin down) (eV): 0.371 / -2.284
Gap between HOMO and LUMO (spin up / spin down) (Eh): 0.29396 / 0.21389
ΔE to the lowest compared entry with this formula, charge and spin (kcal/mol): 44.4

```
! wB97M-V def2-TZVPD RIJCOSX def2/J DEFGRID3
* xyz 0 6
Co 0.25 1.14 -1.07
C 4.01 -2.75 1.61
Si 3.47 -1.23 2.54
C 2.75 -1.72 4.20
C 4.92 -0.11 2.85
Sb 1.61 -0.05 1.15
Si 1.53 2.25 2.42
C 0.38 3.53 1.73
C 1.04 1.74 4.15
C 3.28 2.87 2.33
Si -0.18 -1.99 1.14
C -1.75 -1.66 0.21
C 0.79 -3.37 0.35
C -0.61 -2.35 2.93
H 4.99 -3.06 1.99
H 4.10 -2.55 0.54
H 3.31 -3.58 1.75
H 3.55 -2.15 4.81
H 1.97 -2.47 4.10
H 2.34 -0.87 4.74
H 5.80 -0.75 3.01
H 4.78 0.49 3.75
H 5.14 0.54 2.01
H -0.47 3.12 1.18
H 0.94 4.16 1.05
H 0.00 4.14 2.56
H 0.27 0.96 4.16
H 0.65 2.60 4.70
H 1.91 1.36 4.70
H 3.72 2.63 1.37
H 3.91 2.47 3.12
H 3.27 3.96 2.43
H -1.64 -0.85 -0.52
H -2.55 -1.39 0.90
H -2.03 -2.57 -0.32
H 1.67 -3.00 -0.19
H 0.16 -3.89 -0.38
H 1.13 -4.10 1.10
H -0.63 -1.46 3.55
H 0.09 -3.06 3.37
H -1.61 -2.80 2.95
C -4.46 0.40 1.06
C -3.57 1.60 1.43
C -2.31 1.12 2.16
C -3.43 2.44 0.16
C -4.36 3.45 0.00
C -4.55 4.10 -1.22
C -3.85 3.65 -2.34
C -2.91 2.64 -2.25
C -2.28 2.16 -3.55
C -0.85 2.67 -3.79
C -2.36 0.64 -3.75
C -2.58 2.11 -0.96
N -1.51 1.32 -0.84
H -4.63 -0.24 1.93
H -4.00 -0.19 0.27
H -5.43 0.74 0.69
H -4.13 2.22 2.13
H -2.59 0.34 2.88
H -1.84 1.93 2.71
H -1.58 0.70 1.47
H -4.99 3.72 0.84
H -5.28 4.90 -1.31
H -4.06 4.09 -3.31
H -2.89 2.62 -4.33
H -0.12 2.14 -3.17
H -0.75 3.74 -3.56
H -0.55 2.51 -4.82
H -1.73 0.12 -3.02
H -2.00 0.38 -4.75
H -3.38 0.29 -3.65
Cl 4.16 0.03 -0.64
Ge 3.75 1.02 -2.72
Cl 5.98 1.06 -3.16
Cl 1.89 2.70 -1.10
Br -2.71 -4.73 -3.02
C -0.92 -4.21 -3.40
C -0.10 -5.06 -4.12
C 1.21 -4.66 -4.38
C 1.68 -3.44 -3.92
C 0.84 -2.60 -3.20
C -0.47 -2.98 -2.94
C 1.35 -1.28 -2.67
O 2.43 -0.86 -3.11
O 0.61 -0.74 -1.78
H -0.47 -6.01 -4.47
H 1.86 -5.32 -4.94
H 2.70 -3.12 -4.12
H -1.12 -2.32 -2.38
*
```

Results of the Löwdin charge analysis, in e, for atoms 1 through 4: 0.215, -0.229, 0.307, -0.210


(5)
Molecular formula: C28H48Cl2FeOP2
Method: DFT, ωB97M-V/def2-TZVPD

Properties
LUMO energy (spin up / spin down) (eV): 2.387 / 2.380
Gap between HOMO and LUMO (spin up / spin down) (Eh): 0.18819 / 0.21882

```
! wB97M-V def2-TZVPD RIJCOSX def2/J DEFGRID3
* xyz -1 6
P -0.08 -0.78 -1.29
C 1.51 -0.14 -2.11
C 1.79 -0.51 -3.57
C 3.21 -0.07 -3.95
C 3.46 1.42 -3.68
C 3.10 1.81 -2.25
C 1.68 1.36 -1.86
C -1.52 0.11 -2.13
C -1.45 0.29 -3.65
C -2.79 0.87 -4.15
C -3.15 2.18 -3.45
C -3.11 2.05 -1.92
C -1.79 1.45 -1.43
C -0.22 -2.47 -2.07
C 0.98 -3.34 -1.65
C 0.88 -4.76 -2.21
C -0.45 -5.44 -1.86
C -1.65 -4.57 -2.26
C -1.56 -3.14 -1.70
H 2.25 -0.67 -1.48
H 1.06 -0.02 -4.23
H 1.69 -1.59 -3.74
H 3.39 -0.30 -5.01
H 3.92 -0.66 -3.37
H 4.51 1.66 -3.88
H 2.85 2.02 -4.38
H 3.81 1.33 -1.56
H 3.19 2.89 -2.11
H 1.49 1.59 -0.80
H 0.95 1.92 -2.46
H -2.36 -0.56 -1.91
H -3.58 0.13 -3.96
H -1.25 -0.67 -4.15
H -0.64 0.98 -3.91
H -2.73 1.02 -5.24
H -4.14 2.51 -3.77
H -2.44 2.96 -3.76
H -3.26 3.03 -1.45
H -3.93 1.40 -1.59
H -1.84 1.28 -0.34
H -0.96 2.15 -1.62
H -0.20 -2.31 -3.17
H 1.93 -2.88 -1.97
H 1.00 -3.38 -0.55
H 0.99 -4.72 -3.30
H 1.72 -5.36 -1.83
H -0.49 -5.62 -0.78
H -0.51 -6.41 -2.35
H -2.58 -5.03 -1.92
H -1.69 -4.51 -3.36
H -2.40 -2.56 -2.09
H -1.65 -3.16 -0.61
Fe -0.17 0.14 2.94
Cl -1.96 -0.21 1.69
Cl 1.84 0.26 2.00
C -0.53 1.77 4.09
H -0.88 1.69 5.13
C -0.63 3.05 3.53
C -1.34 4.12 4.20
C -1.48 5.36 3.60
C -0.91 5.62 2.34
C -0.19 4.61 1.67
C -0.04 3.36 2.25
H -1.78 3.90 5.18
H -2.03 6.15 4.12
H 0.25 4.81 0.70
H 0.55 2.58 1.75
H -1.02 6.60 1.88
C 1.75 0.27 5.96
P 0.67 -1.14 5.77
C 1.71 -2.61 5.70
C -0.38 -1.23 7.23
O -0.21 -1.10 4.53
H 1.17 1.20 5.95
H 2.46 0.32 5.12
H 2.30 0.18 6.91
H 2.32 -2.71 6.60
H 1.08 -3.50 5.58
H 2.37 -2.53 4.82
H -0.99 -0.32 7.29
H -1.06 -2.09 7.14
H 0.21 -1.32 8.15
*
```

Results of the Löwdin charge analysis, in e, for atoms 1 through 4: 1.094, -0.452, -0.216, -0.208